Entry 1:
A single CH3NSi molecule, computed with wB97M-V/def2-TZVPD.

Energy above the lowest of the compared OMol25 structures with the same formula, charge and spin (eV): 0.0367
SMILES: N#C[SiH3]
Kohn-Sham gap (eV): 12.850
Largest force on an atom (eV Å⁻¹): 2.06

Structure (ORCA input):
```
! wB97M-V def2-TZVPD RIJCOSX def2/J DEFGRID3
* xyz 0 1
N -1.539 -0.659 2.770
C -0.867 -0.426 1.880
Si -0.133 -0.056 0.251
H -1.301 -0.326 -0.456
H 0.306 1.408 0.277
H 0.958 -0.988 0.017
*
```

=====

Entry 2:
A molecular structure, C17H21N5O2Os, computed with wB97M-V/def2-TZVPD.

⟨S²⟩: 6.085
Kohn-Sham gap (alpha / beta) (eV): 5.772 / 3.686
Largest force on an atom (eV Å⁻¹): 9.10

Structure (ORCA input):
```
! wB97M-V def2-TZVPD RIJCOSX def2/J DEFGRID3
* xyz 4 5
N 0.838 -1.857 1.451
C 1.891 -2.365 1.874
C 2.443 -2.862 3.164
H 1.724 -3.614 3.530
H 2.478 -1.999 3.864
H 3.450 -3.308 3.073
N 2.995 0.033 -1.030
C 3.496 0.744 -1.817
C 4.085 1.558 -2.863
H 4.454 2.502 -2.433
H 3.308 1.800 -3.605
H 4.922 1.015 -3.353
N -0.501 -1.974 -1.042
C -1.035 -2.613 -1.854
C -1.667 -3.409 -2.888
H -0.966 -3.496 -3.734
H -2.600 -2.929 -3.226
H -1.889 -4.409 -2.490
Os 2.265 -1.593 0.033
C 1.934 -2.216 -1.705
O 1.704 -2.466 -2.818
C 4.080 -2.019 0.185
O 5.219 -2.282 0.308
C -0.168 1.315 0.887
C -1.383 0.435 1.072
C -2.288 0.503 -0.050
C -1.843 0.973 -1.246
C -0.633 1.629 -1.451
C 0.196 1.817 -0.335
H 0.541 1.301 1.718
H -0.997 -0.563 1.342
H -3.314 0.111 0.068
H -2.595 0.961 -2.039
H -0.356 2.040 -2.427
H 1.160 2.313 -0.449
C -3.038 4.133 3.008
N -3.699 2.943 2.433
C -5.086 3.029 1.897
C -3.028 1.871 2.237
N -2.244 0.947 2.321
H -3.805 4.837 3.347
H -2.369 4.604 2.265
H -2.439 3.780 3.856
H -5.107 3.146 0.803
H -5.614 2.107 2.144
H -5.614 3.860 2.357
*
```